1.
Below is a structure of composition C33H27N5O4RuSSe in a non-equilibrium geometry, with properties calculated with ωB97M-V/def2-TZVPD.

The geometry in XYZ format:
```
72
Properties=species:S:1:pos:R:3:mulliken_charge:R:1
Ru -0.16 1.10 1.14 0.85
Se -1.04 -2.05 -0.15 -0.01
S -0.72 0.64 5.79 -0.09
O -0.04 0.76 -0.97 -0.18
O -3.31 4.20 -4.99 -0.62
O -2.02 2.01 0.62 -0.59
O -2.26 2.89 -6.33 -0.61
N -2.53 3.30 -5.22 1.01
N 1.52 -0.24 1.57 0.01
N 0.59 2.95 1.92 -0.37
N -0.57 0.44 3.26 0.22
N 2.34 -1.75 2.95 -0.03
C -0.64 1.37 -1.92 0.44
C -0.16 -4.38 -1.54 0.88
C 1.24 6.03 3.33 -0.39
C 0.59 6.94 5.46 -0.38
C -1.08 -6.15 -4.78 -1.49
C -3.08 -2.12 -2.66 -1.56
C 2.45 -0.98 0.88 -0.03
C -1.31 0.93 4.21 -0.34
C 2.87 -0.89 -0.45 -0.32
C -1.08 -3.31 -1.55 0.12
C 0.50 4.87 3.62 0.58
C 0.50 3.80 2.68 0.23
C 3.94 -2.86 1.32 -0.94
C -2.01 -3.18 -2.61 0.84
C -0.14 5.80 5.74 -0.63
C -0.88 1.69 -4.32 -0.62
C -1.98 -4.10 -3.64 -0.75
C 3.82 -1.79 -0.87 -0.63
C -0.17 -5.28 -2.60 -0.99
C 0.55 -0.18 3.77 -0.43
C 4.35 -2.77 0.00 -0.56
C -1.07 -5.15 -3.66 0.63
C -1.68 2.34 -1.72 0.43
C -2.19 2.65 -0.43 -0.34
C -1.88 2.66 -4.09 -0.42
C 0.64 -0.16 5.13 -0.32
C 0.84 -4.57 -0.43 -1.33
C -0.19 4.76 4.83 -0.29
C 1.28 7.06 4.26 -0.61
C -0.28 1.07 -3.26 -0.40
C 2.99 -1.94 1.74 0.89
C 1.48 -0.72 2.79 0.21
C -2.26 2.99 -2.82 -0.47
H 0.53 -6.10 -2.59 0.32
H -0.60 1.47 -5.34 0.51
H 0.48 0.32 -3.42 0.51
H 1.60 -3.79 -0.47 0.14
H 1.33 -5.54 -0.52 0.41
H -0.68 5.71 6.68 0.41
H 0.64 7.74 6.18 0.40
H -4.04 -2.55 -2.40 0.35
H 0.35 -4.51 0.54 0.37
H -1.16 -5.65 -5.75 0.38
H -3.16 -1.71 -3.66 0.39
H 1.84 7.95 4.04 0.40
H 2.44 -0.14 -1.10 0.40
H 4.35 -3.61 1.98 0.42
H -2.88 -1.30 -1.96 0.20
H 4.18 -1.76 -1.89 0.42
H -0.77 3.87 5.04 0.32
H 1.76 6.10 2.39 0.46
H -0.18 -6.76 -4.79 0.36
H -2.85 3.53 -0.38 0.40
H 2.46 -2.31 3.78 0.23
H 5.08 -3.47 -0.38 0.40
H -1.94 -6.82 -4.68 0.32
H -2.24 1.44 4.03 0.51
H -2.68 -4.00 -4.46 0.44
H -3.03 3.73 -2.67 0.51
H 1.43 -0.55 5.75 0.43
```

Its spin multiplicity is 2. The LUMO energy (spin up / spin down) is -3.123 / -3.762 eV. Its expectation value of S² is 0.7696. The relative energy (zero: lowest compared OMol25 entry of this formula, charge and spin) is 57.0 kcal/mol. Its total charge is +1. As for the HOMO-LUMO gap (spin up / spin down): 6.9 / 6.5 eV. The max |F| is 0.034 Eh/bohr.

---

2.
Below is the ion C4H10NO with charge +1 in a non-equilibrium geometry, with properties calculated with ωB97M-V/def2-TZVPD.

The geometry in XYZ format:
```
16
Properties=species:S:1:pos:R:3:mulliken_charge:R:1
O 1.76 -0.54 0.44 -0.45
N -0.58 -0.43 0.83 -0.28
C 1.33 -0.85 -0.84 -0.39
C 0.61 1.63 0.03 -1.61
C -1.74 -0.70 -0.15 -0.77
C 0.62 0.17 0.10 0.73
H 0.98 -1.80 -0.88 0.37
H -2.38 -1.20 0.50 0.41
H 1.23 2.07 -0.80 0.33
H -1.27 -1.22 -0.88 0.37
H -2.28 0.11 -0.59 0.29
H -0.21 -1.21 1.49 0.46
H -0.80 0.24 1.57 0.42
H 1.98 -0.38 -1.70 0.24
H -0.31 1.96 0.06 0.48
H 1.07 2.15 0.84 0.41
```

The LUMO energy is -3.458 eV. The relative energy (zero: lowest compared OMol25 entry of this formula, charge and spin) is 70.3 kcal/mol. Its total charge is +1. As for the HOMO-LUMO gap: 11.9 eV. The max |F| is 0.099 Eh/bohr.

---

3.
Below is a structure of composition C25H58BaN2O2Si3 in a non-equilibrium geometry, with properties calculated with ωB97M-V/def2-TZVPD.

The geometry in XYZ format:
```
91
Properties=species:S:1:pos:R:3:mulliken_charge:R:1
Ba 0.91 0.75 0.28 1.07
Si 3.47 3.72 1.27 -0.25
Si -1.97 0.54 2.84 0.40
Si 2.49 -0.52 -2.73 0.49
O -1.42 -1.95 -1.15 0.73
O -1.59 -3.56 1.00 0.05
N 0.01 3.11 -0.58 0.37
N 1.99 3.23 0.51 0.19
C -0.01 -5.41 1.04 -1.19
C -1.30 2.30 2.78 -0.90
C 1.04 5.31 -0.42 -0.36
C -1.05 5.00 -1.59 -0.82
C -2.88 -1.02 -2.88 -1.30
C -1.69 -0.44 1.29 1.50
C 3.22 5.00 2.62 -1.00
C -1.00 3.64 -1.29 0.07
C 1.06 3.91 -0.15 0.22
C -2.07 2.68 -1.74 -0.67
C 0.86 0.32 -2.51 -0.51
C -0.02 5.84 -1.15 -0.66
C 2.95 -1.57 -1.22 -0.60
C 4.71 4.38 0.04 -0.95
C 4.16 2.15 2.04 -0.90
C -2.89 -1.71 -1.55 -0.47
C -3.34 -5.04 1.85 -1.46
C 3.90 0.69 -3.02 -0.66
C 2.45 -1.69 -4.20 -1.21
C -1.64 -4.24 -2.17 -1.53
C -3.80 0.67 3.28 -1.19
C -2.77 -3.64 1.81 -0.03
C -0.36 -4.04 1.58 -0.24
C -1.07 -0.32 4.25 -1.07
C -0.73 -3.07 -1.94 0.31
H -1.67 1.91 -2.42 -0.06
H -0.04 6.90 -1.37 0.39
H 3.45 1.70 2.75 0.19
H -2.53 2.15 -0.89 0.03
H -1.89 -4.75 -1.23 0.18
H 2.60 4.60 3.43 0.28
H -0.48 -4.06 2.67 0.44
H 0.08 -5.40 -0.06 0.21
H -0.43 -2.55 -2.86 0.33
H -0.86 -1.37 4.02 0.18
H -3.49 -5.45 0.85 0.29
H -3.35 -2.70 -1.56 0.49
H 2.76 5.92 2.25 0.31
H 1.87 5.91 -0.04 0.28
H -2.86 3.23 -2.27 0.40
H -2.54 -3.29 2.83 0.20
H -3.31 -1.12 -0.73 0.57
H 4.20 5.26 3.05 0.34
H 4.84 0.14 -3.19 0.30
H -0.12 0.19 4.47 0.31
H -4.36 1.21 2.50 0.30
H 5.08 2.40 2.59 0.33
H -4.27 -0.32 3.40 0.27
H -3.94 1.21 4.23 0.32
H 3.87 -1.21 -0.74 0.35
H -2.69 -5.72 2.43 0.32
H 0.42 -3.31 1.33 0.00
H -2.20 -0.17 -2.91 0.07
H -0.30 2.36 3.23 0.25
H 0.96 -5.70 1.46 0.44
H -1.67 -0.29 5.17 0.33
H -1.82 -1.52 1.47 -1.54
H 0.16 -3.30 -1.35 0.26
H 5.00 3.61 -0.69 0.25
H 3.18 -2.58 -1.61 0.37
H -3.50 -2.94 1.37 0.26
H 4.06 1.38 -2.18 -0.09
H -1.28 2.76 1.78 0.16
H -1.96 2.92 3.41 0.36
H 1.96 -2.64 -3.96 0.27
H -4.31 -4.99 2.34 0.43
H 4.34 5.25 -0.52 0.30
H -3.89 -0.64 -3.08 0.45
H -2.57 -3.95 -2.69 0.44
H 1.90 -1.22 -5.03 0.34
H 3.47 -1.92 -4.55 0.33
H -2.28 -0.13 0.42 -0.49
H -1.91 5.36 -2.15 0.41
H -0.04 -0.21 -2.86 -0.38
H 4.42 1.40 1.27 0.19
H -1.44 -2.16 -0.17 -0.11
H -0.76 -6.16 1.33 0.26
H -1.12 -4.95 -2.82 0.44
H -2.64 -1.72 -3.69 0.31
H 3.70 1.29 -3.92 0.29
H 0.76 1.37 -2.83 0.31
H 5.63 4.70 0.57 0.35
H 2.18 -1.71 -0.45 -0.27
```

The LUMO energy is 0.030 eV. The relative energy (zero: lowest compared OMol25 entry of this formula, charge and spin) is 67.5 kcal/mol. As for the HOMO-LUMO gap: 6.1 eV. The max |F| is 0.039 Eh/bohr.

---

The lowest max |F| belongs to which entry? C33H27N5O4RuSSe

---

Number 1 is which compound? C33H27N5O4RuSSe